No. 1
{"formula": "C4H8N2O3S", "method": "ωB97M-V with the def2-TZVPD basis set", "relative_energy_kj_mol": 150.47, "smiles": "NC(=O)C1(S(N)(=O)=O)CC1", "lumo_ev": 0.4, "max_force_ha_per_bohr": 0.0751, "gap_ev": 10.29, "elements": ["N", "C", "O", "C", "S", "N", "O", "O", "C", "C", "H", "H", "H", "H", "H", "H", "H", "H"], "positions_angstrom": [[1.83224, 1.50598, -0.24164], [1.66639, 0.24419, -0.56208], [2.39509, -0.56018, -1.04532], [-0.06432, -0.09363, -0.27988], [-0.61828, 0.60493, 1.17858], [-2.30454, 0.35803, 0.87037], [-0.13456, -0.12699, 2.29156], [-0.37678, 2.05839, 1.11030], [-0.44458, -1.49146, -0.50931], [-0.91379, -0.42943, -1.52830], [0.92241, 2.05768, 0.03622], [2.59536, 2.02718, -0.60366], [-2.79760, -0.22760, 1.59736], [-2.62442, 1.33491, 0.70001], [-1.04641, -2.10404, 0.15792], [0.42790, -2.06967, -0.72525], [-0.41965, -0.37659, -2.58712], [-1.90559, -0.08511, -1.42280]], "forces_ev_per_a": [[-2.07, 2.39, 0.62], [-3.80, -0.65, 0.18], [0.36, -0.61, -0.17], [3.55, -0.28, -1.24], [-1.93, 1.52, -1.31], [0.87, 0.68, 1.53], [-0.13, -0.36, 0.63], [-0.96, -1.29, 0.39], [0.00, -0.29, -0.64], [2.40, -0.65, -0.17], [2.50, -1.20, -0.49], [0.84, 0.16, -0.14], [0.71, 1.39, -0.97], [-0.41, -1.25, 0.56], [-0.61, 0.74, -0.12], [0.50, -0.27, -0.78], [-0.88, -0.07, 2.35], [-0.93, 0.04, -0.23]]}

No. 2
{"formula": "C4H7N2OS", "method": "ωB97M-V with the def2-TZVPD basis set", "relative_energy_kj_mol": 281.88, "charge": 1, "lumo_ev": [-6.9, -6.9], "max_force_ha_per_bohr": 0.1261, "gap_ev": [6.24, 6.25], "elements": ["C", "C", "C", "C", "N", "N", "O", "S", "H", "H", "H", "H", "H", "H", "H"], "positions_angstrom": [[-1.93046, -1.39627, -0.79596], [1.05659, 0.27779, -2.07385], [-1.59391, -0.98402, 0.54052], [0.05145, -0.45317, -1.18924], [-1.00923, -1.05031, -1.66685], [1.80637, 1.66508, 1.87994], [2.20537, 0.48925, -1.91748], [0.04710, -0.24094, 0.57135], [-2.92132, -1.91392, -0.98698], [0.45188, 0.61986, -2.89719], [-2.27038, -0.36961, 1.05269], [-1.64412, -1.91724, 1.26391], [2.61888, 1.14017, 2.24682], [1.02395, 1.50129, 2.35417], [2.10784, 2.63205, 1.61816]], "forces_ev_per_a": [[0.00, 0.47, -0.35], [-1.01, -0.31, -0.40], [1.39, -2.65, 2.15], [0.97, 0.63, 3.85], [-1.78, -1.23, -1.70], [5.60, 0.85, -3.15], [0.42, -0.25, 0.69], [-0.58, -0.61, -2.11], [1.52, 0.63, -0.35], [-0.09, 0.52, -1.09], [-1.37, 1.26, 0.55], [0.35, 1.34, -1.34], [-0.92, 0.62, -0.23], [-3.56, 0.10, 2.65], [-0.96, -1.35, 0.83]]}

No. 3
{"formula": "C27H46N2O9", "method": "ωB97M-V with the def2-TZVPD basis set", "relative_energy_kj_mol": 0.00, "smiles": "O=C1OC(=O)C(COc2ccccc2)=C1CCCCO.COCCNCCOC.COCCNCCOC", "lumo_ev": -0.5, "max_force_ha_per_bohr": 0.0389, "gap_ev": 8.36, "elements": ["O", "C", "O", "C", "O", "C", "C", "O", "C", "C", "C", "C", "C", "C", "C", "C", "C", "C", "C", "O", "H", "H", "H", "H", "H", "H", "H", "H", "H", "H", "H", "H", "H", "H", "H", "H", "C", "O", "C", "C", "N", "C", "C", "O", "C", "H", "H", "H", "H", "H", "H", "H", "H", "H", "H", "H", "H", "H", "H", "H", "C", "O", "C", "C", "N", "C", "C", "O", "C", "H", "H", "H", "H", "H", "H", "H", "H", "H", "H", "H", "H", "H", "H", "H"], "positions_angstrom": [[6.76874, 0.02424, 2.12933], [5.58779, 0.19860, 2.04711], [4.72986, -0.42816, 2.97019], [3.59253, 0.34388, 2.97194], [2.81290, 0.50790, 3.87000], [3.52623, 1.03633, 1.60749], [2.30794, 1.67024, 0.99571], [1.15836, 1.13078, 1.64082], [0.06208, 1.97392, 1.59000], [0.08111, 3.14950, 2.30324], [-1.00431, 3.98961, 2.29588], [-2.10938, 3.63626, 1.55315], [-2.10995, 2.46036, 0.84912], [-1.03211, 1.59928, 0.86086], [4.74283, 0.97488, 1.06737], [5.27751, 1.51353, -0.22676], [5.99227, 2.89111, -0.08174], [7.02126, 2.96975, 1.05657], [6.39516, 3.40540, 2.41171], [6.84521, 2.65377, 3.52989], [2.34271, 2.76497, 1.00921], [2.24258, 1.35266, -0.05898], [0.97799, 3.39338, 2.86674], [-0.95554, 4.90602, 2.87354], [-2.98897, 4.27048, 1.52328], [-2.99144, 2.19157, 0.27465], [-1.09216, 0.66798, 0.30856], [4.40901, 1.70843, -0.87165], [5.90329, 0.79197, -0.75642], [6.55006, 3.01801, -1.01942], [5.28236, 3.72259, -0.03998], [7.64366, 2.07613, 1.14544], [7.70820, 3.78527, 0.79196], [5.29936, 3.35592, 2.38669], [6.65394, 4.45555, 2.61283], [7.64539, 2.17324, 3.30279], [-1.04916, -1.22077, -2.27704], [0.19197, -0.76330, -1.77073], [0.87824, -1.71544, -0.96281], [2.09738, -2.27320, -1.67323], [1.72390, -3.14027, -2.78443], [2.81748, -3.46366, -3.70259], [3.54077, -2.31937, -4.41390], [2.76839, -1.64254, -5.38900], [1.87624, -0.66650, -4.88328], [-1.58445, -0.35779, -2.67249], [-0.91095, -1.93508, -3.09483], [-1.65704, -1.67832, -1.49073], [0.21030, -2.51400, -0.62693], [1.22208, -1.17792, -0.07336], [2.69821, -2.84625, -0.96051], [2.69664, -1.41705, -2.01056], [1.00085, -2.68573, -3.32572], [2.39284, -4.11035, -4.47430], [3.55748, -4.06290, -3.16203], [4.37401, -2.76480, -4.96354], [3.99156, -1.60477, -3.71445], [2.27907, -0.15301, -4.00672], [0.90667, -1.11260, -4.64886], [1.70987, 0.07169, -5.66848], [-8.99972, -2.33260, 0.40878], [-8.38250, -1.90686, 1.60874], [-7.46687, -2.84506, 2.16204], [-6.03103, -2.37953, 2.00677], [-5.59871, -2.42712, 0.61394], [-4.35345, -1.71061, 0.33573], [-4.28079, -0.21483, 0.64468], [-5.07385, 0.60436, -0.19730], [-6.44708, 0.67443, 0.14487], [-9.83051, -1.65794, 0.20595], [-8.30868, -2.28167, -0.43911], [-9.39115, -3.34941, 0.50036], [-7.61012, -3.84437, 1.74058], [-7.68932, -2.90329, 3.23084], [-5.37727, -3.02142, 2.60470], [-5.97307, -1.36307, 2.41521], [-6.31809, -2.01717, 0.03354], [-4.15987, -1.83216, -0.73377], [-3.53773, -2.21649, 0.86366], [-3.25234, 0.09493, 0.46145], [-4.47635, 0.00981, 1.69954], [-6.60621, 0.63057, 1.22455], [-7.01020, -0.11755, -0.35425], [-6.83394, 1.62565, -0.22207]], "forces_ev_per_a": [[-0.86, 0.08, -0.50], [0.65, -0.82, -0.02], [0.10, 1.01, 0.48], [-1.71, 0.96, -0.40], [1.27, -0.81, -0.62], [0.17, 0.01, -0.01], [-0.13, -0.94, 0.07], [0.09, 0.47, -0.14], [0.71, -0.69, 0.05], [0.79, 0.27, 0.42], [0.16, 0.40, 0.26], [-0.62, 0.65, 0.10], [-0.82, -0.39, -0.54], [-0.53, -0.18, -0.32], [0.60, -0.50, 0.37], [-0.79, 0.97, 0.15], [0.89, -0.90, -0.47], [-0.23, 1.34, 0.16], [0.48, -0.02, 0.03], [-0.28, -0.09, 0.12], [-0.04, -0.09, 0.25], [0.25, 0.25, 0.06], [-0.14, -0.03, 0.03], [-0.17, -0.03, -0.08], [0.11, 0.01, 0.02], [0.05, 0.07, 0.03], [0.38, 0.04, 0.06], [0.13, -0.26, 0.00], [0.12, 0.02, 0.36], [-0.22, 0.12, 0.08], [-0.03, -0.19, 0.22], [-0.37, -0.10, 0.01], [0.03, -0.27, -0.05], [0.15, -0.17, 0.00], [-0.14, -0.10, -0.23], [-0.03, -0.03, -0.08], [0.09, 0.19, -0.08], [-0.20, -0.19, 0.05], [0.37, 0.21, 0.21], [-0.19, -0.05, -0.23], [0.13, 0.18, -0.11], [-0.20, -0.07, 0.03], [0.20, -0.19, -0.10], [0.03, 0.08, 0.16], [-0.04, -0.08, -0.30], [0.04, 0.03, 0.03], [-0.11, -0.11, 0.06], [0.00, -0.06, -0.03], [-0.04, -0.03, -0.14], [-0.05, -0.02, 0.04], [0.01, 0.01, 0.00], [0.06, 0.06, 0.17], [-0.07, 0.00, 0.08], [0.08, -0.02, -0.01], [0.04, 0.07, 0.02], [-0.03, 0.00, -0.02], [-0.14, 0.06, 0.06], [-0.04, -0.07, 0.07], [-0.03, 0.12, 0.18], [0.07, -0.03, -0.02], [0.01, 0.18, 0.08], [-0.05, -0.20, -0.19], [0.12, 0.13, 0.37], [-0.07, 0.06, -0.27], [0.03, 0.21, 0.04], [-0.15, -0.12, -0.11], [0.18, -0.13, -0.06], [0.00, -0.01, 0.14], [0.06, 0.13, -0.25], [0.02, 0.02, 0.06], [-0.04, -0.15, -0.07], [0.03, -0.02, -0.04], [0.01, 0.05, -0.14], [-0.01, -0.03, 0.00], [0.01, 0.01, 0.00], [-0.02, -0.05, 0.18], [-0.07, -0.07, 0.03], [0.07, 0.02, 0.02], [0.00, 0.06, 0.07], [0.01, -0.06, -0.01], [-0.14, -0.03, 0.00], [0.00, -0.11, 0.01], [-0.12, -0.04, 0.16], [0.08, 0.02, 0.01]]}

No. 4
{"formula": "C12H42O12", "method": "ωB97M-V with the def2-TZVPD basis set", "relative_energy_kj_mol": 244.47, "smiles": "OCCO.OCCO.OCCO.CO.CO.CO.CO.CO.CO", "lumo_ev": 0.5, "max_force_ha_per_bohr": 0.0429, "gap_ev": 10.15, "elements": ["O", "C", "C", "O", "H", "H", "H", "H", "H", "H", "O", "C", "C", "O", "H", "H", "H", "H", "H", "H", "O", "C", "C", "O", "H", "H", "H", "H", "H", "H", "C", "O", "H", "H", "H", "H", "C", "O", "H", "H", "H", "H", "C", "O", "H", "H", "H", "H", "C", "O", "H", "H", "H", "H", "C", "O", "H", "H", "H", "H", "C", "O", "H", "H", "H", "H"], "positions_angstrom": [[1.62706, 0.59412, 1.73987], [1.42476, 0.90937, 3.10383], [0.03413, 0.79813, 3.64174], [-0.83210, 1.91257, 3.30097], [1.38298, -0.30433, 1.35776], [2.06502, 0.28494, 3.73412], [1.83074, 1.92021, 3.31567], [0.14588, 0.84973, 4.70604], [-0.43419, -0.17607, 3.33881], [-1.04478, 1.84658, 2.32473], [0.34053, 1.92709, -0.20353], [0.75159, 3.21749, -0.50910], [2.25729, 3.24002, -0.22443], [2.55446, 3.02920, 1.10082], [0.68393, 1.66465, 0.65666], [0.59509, 3.42522, -1.55708], [0.21657, 4.00352, 0.06127], [2.68831, 4.24975, -0.35441], [2.68787, 2.48821, -0.87106], [2.22366, 2.14970, 1.34592], [1.95318, -4.32924, -3.61303], [1.44299, -3.39216, -2.61040], [-0.08083, -3.41080, -2.50457], [-0.54703, -4.68094, -2.07436], [2.92048, -4.34060, -3.45246], [1.78024, -3.67629, -1.57483], [1.78383, -2.37629, -2.78713], [-0.66289, -3.10626, -3.36897], [-0.24808, -2.74013, -1.67634], [-0.11375, -5.37416, -2.54011], [-3.59060, -0.83236, 3.69006], [-4.58679, 0.16984, 3.47798], [-3.56443, -1.60619, 2.90506], [-2.68947, -0.24843, 3.58451], [-3.66050, -1.24080, 4.66928], [-5.46496, -0.26279, 3.47373], [0.40714, -2.62723, 1.17462], [1.01929, -1.70043, 0.28994], [-0.52962, -3.07813, 0.77379], [1.14033, -3.43511, 1.40219], [0.09043, -2.20781, 2.12982], [0.29006, -1.16330, -0.07631], [-3.44180, 2.69699, 1.79292], [-3.66075, 1.40679, 1.17128], [-2.50555, 3.05952, 1.48461], [-4.22395, 3.39966, 1.57195], [-3.33815, 2.57058, 2.85742], [-3.98580, 0.91279, 1.93225], [3.33646, -0.28771, -1.20898], [3.65923, 0.15711, -2.49546], [2.46055, 0.28385, -0.81229], [3.11439, -1.35205, -1.11652], [4.15754, -0.03157, -0.53551], [4.57644, 0.43467, -2.45039], [0.86840, 0.82482, -3.79228], [0.47695, 2.08275, -4.33022], [0.15621, 0.01735, -4.12533], [1.86785, 0.53871, -4.08338], [0.83462, 0.87079, -2.71571], [0.52307, 2.16123, -5.30344], [-2.46956, -0.53125, -1.68824], [-1.26315, -0.37120, -0.93915], [-3.17592, 0.29780, -1.61753], [-2.25395, -0.76301, -2.72618], [-3.07217, -1.32738, -1.26237], [-0.92871, 0.57828, -0.90854]], "forces_ev_per_a": [[-0.38, -0.22, -0.55], [0.93, -0.36, 0.84], [-1.08, 0.37, -0.98], [0.28, -1.05, -1.53], [0.33, 0.64, 0.87], [-0.01, -0.39, -0.09], [-0.45, -0.30, -0.59], [-0.24, -0.15, 0.71], [0.34, 0.67, 0.32], [0.30, 0.08, 1.56], [-1.55, -0.92, -0.45], [1.18, 1.24, 0.37], [-0.42, 2.05, -0.70], [-0.05, -0.78, 1.65], [0.06, -0.23, 0.19], [-0.19, -0.19, -0.43], [0.17, -0.42, 0.01], [-0.23, -0.44, -0.91], [0.50, -0.11, -0.39], [0.61, 0.15, -0.09], [0.36, 0.91, 1.18], [-0.19, -0.81, 0.31], [0.86, -0.81, 0.23], [-0.75, 0.63, 0.91], [-0.87, -0.16, -0.36], [-0.03, 0.07, -0.94], [0.11, 0.19, -0.30], [0.31, 0.29, -0.38], [-0.50, 0.42, 0.08], [0.66, -0.67, -0.79], [0.25, 0.77, -1.16], [-1.17, -0.83, 0.00], [-0.29, 0.15, 0.31], [0.59, -0.15, 0.22], [-0.02, -0.51, 0.80], [0.66, 0.47, -0.03], [-0.30, -1.39, 0.22], [-0.52, 0.41, 0.55], [0.78, 0.18, -0.18], [-0.55, 0.56, -0.31], [0.24, 0.45, 0.16], [-0.07, -0.15, -0.42], [-0.42, -1.32, -0.04], [0.20, 0.95, 0.51], [1.18, 0.80, -0.82], [-0.40, 0.32, -0.21], [-0.26, 0.03, 0.55], [-0.39, -0.56, -0.21], [-0.60, 0.78, 1.56], [0.33, -0.06, -0.66], [0.45, -0.53, -0.44], [0.08, 0.02, -0.33], [-0.04, -0.26, 0.25], [-0.04, 0.04, -0.35], [-0.94, -0.82, -1.32], [-0.12, 0.63, -0.13], [0.56, 0.58, 0.33], [0.32, -0.02, -0.09], [-0.09, 0.30, 0.32], [0.16, -0.65, 0.92], [-0.28, 0.17, 0.34], [0.47, 1.30, 0.23], [0.53, 0.49, -0.05], [0.04, 0.03, -0.21], [0.39, -0.53, 0.14], [-0.77, -1.34, -0.16]]}